[1]
{"formula": "C3H10N2O2", "method": "ωB97M-V/def2-TZVPD", "e_lumo_ev": 0.734, "smiles": "CCNN.O=CO", "de_lowest_kj_mol": 281.56, "e_tot_ha": -380.22942, "gap_ev": 9.6699, "species": ["C", "C", "N", "N", "H", "H", "H", "H", "H", "H", "H", "H", "O", "C", "O", "H", "H"], "positions_angstrom": [[1.46828, -1.10392, -0.63980], [0.98964, -0.08150, 0.36890], [0.73245, 1.17039, -0.22465], [0.54071, 2.18393, 0.76462], [0.72328, -1.23788, -1.42392], [1.61820, -2.06652, -0.15782], [2.40830, -0.77572, -1.08105], [-0.13964, -0.49478, 0.73196], [1.66722, 0.03201, 1.21584], [-0.14328, 1.07782, -0.79728], [-0.42951, 2.17362, 1.08502], [0.70063, 3.07816, 0.31128], [-1.91774, 0.49554, -0.42046], [-1.88990, -0.50260, 0.30225], [-2.04780, -1.75406, -0.20047], [-2.27384, -0.47920, 1.33511], [-2.00699, -1.71529, -1.16954]]}



[2]
{"formula": "C3H10N2O2", "method": "ωB97M-V/def2-TZVPD", "e_lumo_ev": [0.299, 0.299], "de_lowest_kj_mol": 808.44, "e_tot_ha": -380.02875, "gap_ev": [7.1983, 7.2004], "species": ["C", "O", "H", "H", "H", "H", "C", "C", "N", "O", "N", "H", "H", "H", "H", "H", "H"], "positions_angstrom": [[1.88154, 0.63994, -0.28127], [2.15802, 1.03469, 0.98285], [1.70417, 1.88956, 1.09987], [1.88138, 1.37816, -1.07208], [2.47491, -0.24222, -0.49168], [-0.06193, 1.47279, 0.55126], [-1.62877, -1.08534, 0.66327], [-0.77584, -0.09122, -0.08782], [-1.46902, 0.84012, -0.82988], [0.72829, -1.83207, -0.24179], [0.37825, -0.52258, -0.67690], [1.62370, -2.01696, -0.55628], [-2.47569, 0.83960, -0.74566], [-0.90260, 1.72963, -0.84570], [-2.57077, -0.63650, 0.97115], [-1.85360, -1.93834, 0.02575], [-1.09205, -1.45925, 1.53491]]}



[3]
{"formula": "C3H10N2O2", "method": "ωB97M-V/def2-TZVPD", "e_lumo_ev": 0.548, "de_lowest_kj_mol": 420.49, "e_tot_ha": -380.17651, "gap_ev": 8.7991, "species": ["C", "C", "C", "N", "N", "O", "O", "H", "H", "H", "H", "H", "H", "H", "H", "H", "H"], "positions_angstrom": [[-0.00816, 1.83082, -0.57333], [-1.41568, -0.68631, -0.31293], [0.20873, 0.30512, -0.26698], [0.77863, -0.99806, 1.75614], [0.43185, 0.23254, 1.26399], [-0.99875, -2.01399, -0.32906], [1.06617, -0.41168, -1.06397], [0.93304, 2.44064, -0.19136], [-0.23233, 2.02694, -1.57201], [-0.82290, 2.17350, 0.24689], [-1.96262, -0.40101, -1.17839], [-1.93163, -0.40080, 0.64772], [1.69086, -1.44758, 1.40962], [0.04998, -1.66970, 1.44096], [1.06890, 0.94802, 1.53851], [-0.47049, -2.06971, -1.23875], [1.61439, 0.14124, -1.57704]]}



[4]
{"formula": "C3H10N2O2", "method": "ωB97M-V/def2-TZVPD", "e_lumo_ev": 0.628, "smiles": "CC(=O)NCN.O", "de_lowest_kj_mol": 227.46, "e_tot_ha": -380.25003, "gap_ev": 9.7473, "species": ["C", "C", "O", "N", "C", "N", "H", "H", "H", "H", "H", "H", "H", "H", "O", "H", "H"], "positions_angstrom": [[-2.52553, 0.24966, 1.49733], [-1.54400, -0.79997, 0.78232], [-0.96398, -1.74982, 1.37151], [-0.75715, -0.14607, -0.17493], [0.46070, -0.67468, -0.63697], [0.39287, -1.19296, -2.00755], [-1.87390, 1.15217, 1.30962], [-2.55590, 0.13484, 2.58066], [-3.52374, 0.55624, 1.30169], [-1.30772, 0.61659, -0.74677], [0.88066, -1.46764, -0.04199], [1.32058, 0.06573, -0.67699], [1.30099, -1.27944, -2.45933], [-0.03784, -2.07322, -2.06371], [3.54497, 1.87055, -0.17067], [4.24510, 2.54510, -0.35757], [2.94388, 2.19291, 0.49335]]}